[1]
The following is a quantum chemistry calculation of 3 unconnected molecules or ions with the total composition H6O3 at a distorted geometry, from OMol25.

The geometry in XYZ format:
```
9
Properties=species:S:1:pos:R:3:forces:R:3
O -0.844924 3.022017 12.643270 -0.12 -2.55 0.67
H -1.314710 3.810698 12.600868 -1.17 2.19 -0.16
H 0.018025 3.182130 12.321394 1.29 0.36 -0.51
O 0.157008 -0.796913 -7.793401 -1.13 -2.79 2.74
H -0.696464 -1.316874 -7.972451 1.82 1.24 0.15
H 0.421739 -1.269315 -6.875510 -0.79 1.47 -2.92
O 0.687303 -2.445737 -5.320231 -1.89 1.02 2.66
H 0.066694 -2.204312 -4.505735 1.94 -0.80 -2.66
H 1.505330 -1.981694 -5.098201 0.05 -0.14 0.02
```
Positions in Å, forces in eV/Å.

Computed properties:
Largest force on an atom = 4.07 eV Å⁻¹
Highest occupied orbital energy = -10.8 eV
Orbital gap = 11.32 eV
Total energy = -229.28848 a.u.
SMILES = O.O.O
ΔE to the lowest compared entry with this formula, charge and spin = 23.0 kcal/mol

[2]
The following is a quantum chemistry calculation of a molecular structure, C4H6FNO at a distorted geometry, from OMol25.

The geometry in XYZ format:
```
13
Properties=species:S:1:pos:R:3:forces:R:3
C 2.357655 -0.454082 -0.209263 -0.37 -0.62 -0.52
C -1.924493 -0.065133 -0.372997 2.16 -1.71 -1.21
C -0.067093 -0.165633 0.975091 1.10 0.24 -5.25
C 1.278694 0.434614 -0.382429 -1.93 -0.45 4.03
N 3.072622 -1.325084 -0.044860 1.16 -0.92 0.29
O -1.008471 -0.933913 0.331516 0.27 -0.11 1.24
F 1.656711 1.667050 -0.008271 0.37 1.84 0.68
H -2.481489 -0.811108 -0.888032 -0.77 -0.11 -0.90
H -1.234155 0.468648 -1.074465 -1.36 0.28 0.41
H -2.601118 0.497547 0.227550 -0.01 0.77 0.73
H -0.552410 0.724083 1.141425 -0.11 2.50 1.38
H 0.635525 -0.571220 1.620401 0.51 -1.20 1.47
H 0.868019 0.534230 -1.315665 -1.03 -0.50 -2.36
```
Positions in Å, forces in eV/Å.

Computed properties:
Largest force on an atom = 5.37 eV Å⁻¹
Highest occupied orbital energy = -9.5 eV
Orbital gap = 10.29 eV
Total energy = -385.75424 a.u.
ΔE to the lowest compared entry with this formula, charge and spin = 74.9 kcal/mol

[3]
The following is a quantum chemistry calculation of 2 unconnected molecules or ions with the total composition C4H8NOS at a distorted geometry, from OMol25.

The geometry in XYZ format:
```
15
Properties=species:S:1:pos:R:3:forces:R:3
C -0.490349 0.385519 0.379224 0.40 5.33 -1.09
C 0.212773 -1.862623 -0.164223 -0.33 -2.02 -0.40
C 0.147679 2.787469 -0.053630 0.64 5.53 -1.13
C -0.858159 -0.959231 0.482241 -1.86 -2.01 0.90
N -0.248668 1.520474 0.174655 -1.24 -6.45 1.12
O -3.225446 -0.265539 -0.784849 0.28 0.28 -0.99
S -4.353986 -0.345261 0.147697 -1.19 0.01 0.69
H 1.126469 -1.290735 -0.500482 -0.98 -0.96 0.36
H 0.452412 -2.680567 0.635408 -0.05 1.44 -1.89
H -0.371090 -2.344938 -1.062955 1.85 0.69 1.58
H 1.248165 2.928872 -0.240384 -1.04 -0.66 0.15
H -0.103747 3.491729 0.787255 0.22 -1.07 -0.35
H -0.407015 3.323510 -0.918841 0.78 -1.47 1.05
H -1.023566 -1.223456 1.592488 0.15 0.55 -1.62
H -1.881788 -1.135326 -0.114155 2.36 0.81 1.59
```
Positions in Å, forces in eV/Å.

Computed properties:
Total charge = +1
Largest force on an atom = 6.66 eV Å⁻¹
Highest occupied orbital energy (spin up / spin down) = -13.1 / -13.1 eV
Orbital gap (spin up / spin down) = 7.76 / 7.79 eV
Total energy = -685.00033 a.u.
ΔE to the lowest compared entry with this formula, charge and spin = 79.3 kcal/mol

[4]
The following is a quantum chemistry calculation of a molecular structure, C25H40HfN3O2S, from OMol25.

The geometry in XYZ format:
```
72
Properties=species:S:1:pos:R:3:forces:R:3
Hf 0.569521 -0.421193 0.156267 -0.48 0.41 0.31
O 2.215345 -1.655789 -0.337242 0.04 -0.16 -0.02
C 3.666109 -1.491900 0.053243 0.03 -0.02 0.09
C 3.844711 -1.758309 1.524272 -0.01 0.02 -0.01
C 3.114580 -0.754986 2.444645 0.01 -0.04 0.01
C 1.772054 -1.166771 3.003018 0.10 -0.05 -0.04
C 1.689926 -1.828034 4.215330 -0.07 0.02 0.07
C 0.451808 -2.134997 4.764441 0.01 0.01 -0.03
C -0.706125 -1.743290 4.098923 0.09 0.05 0.10
C -0.569342 -1.096022 2.898119 -0.05 -0.07 -0.08
N 0.637415 -0.839098 2.333106 -0.11 -0.12 -0.20
H 2.039508 -2.581263 -0.575269 0.06 -0.05 -0.07
H 3.901241 -0.464879 -0.219631 0.00 0.01 -0.03
H 4.223233 -2.173086 -0.584267 -0.01 -0.01 -0.02
H 4.919957 -1.672353 1.699475 0.00 -0.01 0.01
H 3.586272 -2.791547 1.767798 -0.02 0.01 -0.01
H 3.026195 0.220375 1.951991 -0.01 0.01 -0.02
H 3.754299 -0.567299 3.306421 0.00 0.02 0.00
H 2.599631 -2.082689 4.743034 0.00 0.01 -0.01
H 0.391433 -2.656241 5.711485 0.00 0.00 0.00
H -1.689773 -1.932329 4.504853 0.00 0.01 0.01
H -1.440899 -0.782391 2.335977 -0.01 -0.02 0.00
C -1.394987 2.795314 1.645070 -0.01 -0.04 -0.01
N -0.838981 3.467671 0.469594 -0.01 0.07 0.05
C -1.812626 4.331815 -0.218691 -0.02 0.06 -0.01
C 0.413752 3.339376 0.059044 -0.01 -0.09 -0.03
S 1.370304 1.895765 0.519889 -0.04 -0.05 -0.12
N 1.051324 4.272321 -0.621955 0.01 0.03 0.02
C 0.751521 5.710688 -0.460548 -0.02 0.04 -0.02
C 2.282450 4.026272 -1.385859 0.04 -0.04 0.01
H -1.704478 3.548134 2.370759 -0.03 0.01 -0.02
H -0.656799 2.154311 2.115459 0.03 0.04 0.02
H -2.272277 2.217174 1.351766 0.00 -0.02 -0.02
H -2.733445 3.760610 -0.329142 0.01 -0.02 0.01
H -1.453234 4.603679 -1.205107 0.03 -0.01 0.00
H -2.030371 5.229416 0.358148 0.02 0.00 0.01
H 0.153898 5.881043 0.427729 -0.03 -0.03 0.02
H 0.250590 6.114673 -1.338462 0.00 -0.02 0.00
H 1.703670 6.223574 -0.336505 0.01 -0.02 0.00
H 2.318243 3.009885 -1.762514 -0.03 -0.01 0.01
H 3.156447 4.218540 -0.762412 -0.01 0.01 0.00
H 2.294460 4.713339 -2.229075 -0.02 0.00 0.00
C -1.776364 1.530880 -2.253260 0.02 -0.05 -0.04
C -1.028755 0.454048 -3.043610 -0.04 0.00 0.04
C 0.493623 0.548928 -2.902916 0.06 -0.07 -0.06
C -1.498428 -0.969187 -2.814185 0.02 0.08 0.04
C -1.876318 -1.737973 -3.908176 -0.01 -0.02 -0.02
C -2.253986 -3.061629 -3.759240 0.00 0.01 0.00
C -2.237324 -3.640529 -2.502667 -0.01 -0.01 -0.02
C -1.870258 -2.918834 -1.370558 0.00 -0.01 0.08
C -1.849105 -3.624578 -0.028490 0.01 0.05 -0.01
C -2.846315 -3.043561 0.976596 0.03 -0.01 -0.03
C -0.418399 -3.745456 0.506088 -0.11 -0.02 -0.03
C -1.521050 -1.579017 -1.556099 -0.13 -0.11 -0.15
O -1.185920 -0.782584 -0.423923 0.63 0.11 0.11
H -1.518425 2.516314 -2.645452 0.01 -0.01 0.00
H -1.543414 1.512216 -1.187693 -0.03 0.02 0.02
H -2.852954 1.401456 -2.361450 0.00 0.01 0.02
H -1.227445 0.661280 -4.096307 0.00 0.01 -0.01
H 0.909797 -0.047413 -2.054942 -0.03 0.04 0.03
H 0.851907 1.571854 -2.791873 -0.01 0.00 -0.01
H 1.003416 0.084242 -3.747721 0.00 0.03 -0.02
H -1.878353 -1.286037 -4.892493 0.00 0.00 0.01
H -2.554977 -3.641632 -4.620966 0.00 0.01 0.01
H -2.524449 -4.678537 -2.388126 0.00 0.01 0.01
H -2.166728 -4.649948 -0.225422 0.01 -0.01 0.00
H -2.694529 -1.976663 1.139415 -0.02 -0.01 0.00
H -2.779846 -3.565216 1.932812 0.00 0.01 -0.01
H -3.861801 -3.168661 0.603263 0.00 0.01 0.01
H 0.024514 -2.753939 0.703068 0.04 0.00 0.08
H 0.217107 -4.274629 -0.208150 0.02 0.01 0.01
H -0.381812 -4.274710 1.459281 0.01 0.00 0.00
```
Positions in Å, forces in eV/Å.

Computed properties:
Total charge = +3
Largest force on an atom = 0.70 eV Å⁻¹
Highest occupied orbital energy = -16.8 eV
Orbital gap = 7.06 eV
Total energy = -1736.72331 a.u.
ΔE to the lowest compared entry with this formula, charge and spin = 12.9 kcal/mol

[5]
The following is a quantum chemistry calculation of a molecular structure, C45H33FGeN7NiO11S3 at a distorted geometry, from OMol25.

The geometry in XYZ format:
```
102
Properties=species:S:1:pos:R:3:forces:R:3
Ni -0.178690 0.335954 0.057518 -0.86 -0.35 0.31
C 0.535016 2.255418 0.399949 -0.79 -0.34 -0.48
C 1.750021 2.540607 -0.360145 0.30 0.17 -0.06
C 1.694080 3.069154 -1.658780 0.00 -0.07 0.13
C 2.844418 3.311697 -2.385055 0.02 -0.06 -0.01
C 4.093382 3.040331 -1.835548 0.07 -0.01 -0.04
C 4.172444 2.543359 -0.541803 0.10 -0.01 -0.03
C 3.019554 2.303685 0.189358 -0.15 -0.06 -0.07
H -0.297599 2.886049 0.102590 0.24 0.22 0.18
H 0.677827 2.241201 1.476761 -0.12 -0.09 0.03
H 0.723775 3.262018 -2.098069 -0.03 0.00 -0.03
H 2.768987 3.691474 -3.397324 -0.01 0.01 0.01
H 4.995859 3.209927 -2.411289 -0.02 0.01 0.01
H 5.143073 2.333739 -0.105046 -0.02 0.00 0.02
H 3.093789 1.920156 1.202618 -0.02 0.01 0.00
O 6.779649 -2.627269 -0.309003 -0.10 0.02 -0.01
N 6.261464 -2.359069 -1.383291 0.47 -0.20 0.01
O 6.795212 -2.592897 -2.459124 -0.07 0.07 0.00
C 4.970163 -1.739169 -1.384775 -0.48 0.23 0.13
C 4.290145 -1.561197 -0.192165 -0.05 -0.03 0.05
C 3.032534 -0.993610 -0.188327 0.62 -0.15 -1.01
C 2.371519 -0.543634 -1.406433 -0.28 0.16 -0.02
O 1.237491 -0.067598 -1.431068 -0.07 0.14 -0.21
C 3.185852 -0.698699 -2.611290 0.48 -0.33 0.73
C 4.418818 -1.294594 -2.583265 -0.13 0.15 -0.20
N 2.741996 -0.214289 -3.897845 -0.13 0.12 -0.85
O 1.782430 0.517247 -3.976819 -0.02 0.03 0.25
O 3.388792 -0.566199 -4.885452 0.01 -0.04 0.17
N 2.431488 -0.808744 1.079514 -0.39 0.00 1.07
O 1.229058 -0.559726 1.207114 0.42 -0.06 -0.03
O 3.125670 -0.932325 2.070038 0.26 -0.06 0.09
H 4.735696 -1.880352 0.737236 0.01 0.02 0.01
H 4.972473 -1.388901 -3.503958 0.00 -0.06 0.00
S -0.658672 -2.353715 7.082796 0.02 -0.23 0.21
C -0.534045 -1.364499 5.752596 -0.05 0.29 -0.22
S -1.752112 -1.381196 4.509790 0.54 0.34 -0.06
C -0.899427 -0.083800 3.622423 -0.37 -0.65 0.72
N 0.168486 0.271650 4.246408 0.41 0.46 -0.27
N 0.399338 -0.429633 5.413434 -0.40 -0.47 0.10
C 1.641981 -0.136308 6.055113 0.07 0.13 -0.10
C 1.985083 -0.574637 7.333363 -0.03 0.01 -0.01
C 3.243780 -0.286407 7.845177 0.01 0.03 -0.03
C 4.167692 0.439624 7.114826 0.10 0.02 0.05
C 3.810489 0.911289 5.860071 -0.04 -0.03 0.03
C 2.561199 0.634839 5.337094 0.04 -0.13 -0.08
S -1.609041 0.608502 2.244649 -0.12 -0.02 -0.22
H 1.297370 -1.148331 7.925083 -0.12 -0.05 -0.04
H 3.499973 -0.650065 8.833051 -0.02 -0.01 0.00
H 5.158785 0.625157 7.511475 -0.03 0.04 0.02
H 4.512828 1.484642 5.268210 0.00 0.00 0.00
H 2.292307 0.971153 4.351601 -0.01 0.04 -0.08
F 1.285236 -5.303075 1.327912 0.02 -0.04 -0.02
C 0.663002 -5.377666 0.139583 -0.08 0.14 0.05
C -0.069723 -4.344358 -0.308336 0.24 -0.28 0.17
N -0.716688 -4.378537 -1.516203 0.01 -0.10 -0.10
C -1.516362 -3.250109 -2.014344 -0.15 0.30 0.11
C -1.121140 -1.843301 -1.521628 0.00 -0.02 -0.83
O -1.088159 -0.979259 -2.407989 -0.24 -0.29 0.45
O -0.941927 -1.679597 -0.276758 0.26 0.86 0.02
C -0.683633 -5.509322 -2.308752 -0.10 0.16 0.07
O -1.284902 -5.619076 -3.359744 0.05 -0.03 -0.01
N 0.091264 -6.538802 -1.808910 0.09 0.00 0.04
C 0.797702 -6.607628 -0.607539 -0.12 0.00 -0.13
O 1.407354 -7.611627 -0.298487 0.04 0.04 0.04
H -0.180016 -3.428431 0.260018 -0.04 0.03 -0.04
H -2.565208 -3.386431 -1.734265 -0.02 -0.08 -0.01
H -1.453890 -3.246370 -3.095960 0.03 -0.08 0.02
H 0.137764 -7.355951 -2.397014 -0.02 -0.05 -0.01
C -4.934330 4.088373 1.979223 -0.02 -0.02 0.01
C -3.634268 4.428790 1.635127 0.05 0.08 0.01
C -2.877681 3.581061 0.839299 0.00 0.04 -0.04
C -3.395530 2.374425 0.371142 0.37 -0.40 -0.29
C -4.698109 2.040702 0.737775 0.03 0.12 -0.05
C -5.464452 2.890134 1.525256 -0.05 0.01 0.03
Ge -2.333626 1.143754 -0.855194 -0.11 0.74 -0.16
C -2.087248 2.299703 -2.469026 -0.11 -0.24 0.40
C -1.176048 1.967899 -3.469760 0.05 -0.01 -0.02
C -1.051772 2.761886 -4.603038 0.05 -0.02 -0.01
C -1.829401 3.902989 -4.746129 0.00 0.03 -0.02
C -2.730624 4.249738 -3.749369 -0.05 0.05 0.02
C -2.857676 3.452832 -2.617896 0.04 -0.03 -0.10
C -3.776931 -0.146451 -1.357662 0.56 -0.11 0.12
C -4.293688 -0.153791 -2.650737 0.06 0.09 0.04
C -5.267032 -1.070051 -3.024923 -0.07 0.00 -0.02
C -5.737561 -2.002172 -2.109473 0.01 0.00 -0.01
C -5.222971 -2.015426 -0.820355 -0.02 0.01 0.02
C -4.249729 -1.094686 -0.450444 0.09 -0.03 0.07
H -5.527592 4.750419 2.599406 0.00 0.00 0.00
H -3.206078 5.359595 1.989993 0.01 -0.01 0.00
H -1.868147 3.872980 0.576650 -0.07 0.04 0.05
H -5.125917 1.108829 0.396069 -0.06 0.00 0.01
H -6.480958 2.614643 1.784284 0.02 -0.02 0.02
H -0.553327 1.090717 -3.356356 -0.01 -0.07 0.00
H -0.337640 2.483745 -5.369666 0.01 0.01 0.01
H -1.729953 4.525914 -5.628082 0.00 -0.01 0.00
H -3.339187 5.141882 -3.850956 0.01 0.00 -0.01
H -3.563844 3.726606 -1.843058 -0.02 0.04 -0.03
H -3.914886 0.561320 -3.372194 -0.03 -0.04 -0.05
H -5.655826 -1.061966 -4.036917 0.01 0.00 0.00
H -6.495252 -2.720374 -2.400596 0.01 0.00 -0.01
H -5.574252 -2.749124 -0.103447 0.00 0.02 0.01
H -3.841541 -1.117366 0.555481 0.02 -0.02 -0.01
```
Positions in Å, forces in eV/Å.

Computed properties:
Total charge = -2
Spin multiplicity = 2
Largest force on an atom = 1.20 eV Å⁻¹
Highest occupied orbital energy (spin up / spin down) = -2.5 / -3.2 eV
Orbital gap (spin up / spin down) = 5.36 / 6.11 eV
Total energy = -7825.12733 a.u.
ΔE to the lowest compared entry with this formula, charge and spin = 13.4 kcal/mol

[6]
The following is a quantum chemistry calculation of 2 unconnected molecules or ions with the total composition C6H9N2O2 at a distorted geometry, from OMol25.

The geometry in XYZ format:
```
19
Properties=species:S:1:pos:R:3:forces:R:3
C 1.701993 0.683540 -0.690492 0.21 -0.52 -0.44
C 2.840299 0.312234 0.337884 -0.82 1.38 -1.31
O 3.470489 1.330018 0.717434 0.32 -0.85 0.46
O 2.871291 -0.891089 0.642211 0.55 -0.17 0.53
H 1.455235 -0.125036 -1.376529 -0.11 -0.58 0.28
H 1.909854 1.479574 -1.408268 0.20 0.60 0.68
H 0.826577 0.873124 -0.072380 0.05 0.35 -0.37
C -0.360893 -1.565364 0.627962 2.16 -0.41 -0.73
C -1.361503 -0.651367 0.083382 -0.40 -0.19 0.87
C -3.132030 -0.009825 -0.960929 0.92 -1.78 0.10
C -1.495895 0.679403 0.364070 -1.15 0.29 -0.57
N -2.373805 -1.094313 -0.731785 -0.74 1.52 -0.03
N -2.615977 1.070907 -0.350292 -0.32 0.62 0.32
H -4.073381 -0.113388 -1.467272 -0.07 0.60 -0.26
H -0.598077 -2.622840 0.573224 -0.58 0.01 0.28
H 0.083097 -1.287991 1.583848 -0.48 0.00 0.18
H -2.952048 2.025113 -0.340199 -0.15 -0.45 -0.18
H -1.080542 1.432664 1.009651 0.61 -0.38 0.02
H 0.543733 -1.496239 -0.005261 -0.20 -0.04 0.15
```
Positions in Å, forces in eV/Å.

Computed properties:
Total charge = -1
Largest force on an atom = 2.32 eV Å⁻¹
Highest occupied orbital energy = -3.8 eV
Orbital gap = 6.86 eV
Total energy = -494.06590 a.u.
ΔE to the lowest compared entry with this formula, charge and spin = 35.6 kcal/mol